Here is 4 unconnected molecules or ions with the total composition C2H9NO6 at a distorted geometry from the OMol25 dataset. Energies are from the ωB97M-V functional and the def2-TZVPD basis.

```
18
Properties=species:S:1:pos:R:3:nbo_charge:R:1
O 2.168 0.308 -0.533 -0.609
C 1.186 0.749 0.031 0.539
N 0.484 0.098 1.008 -0.686
C 0.675 -1.291 1.277 0.888
O 1.832 -1.812 0.896 -0.671
O -0.140 -1.891 1.908 -0.588
H 0.683 1.677 -0.294 0.152
H -0.204 0.577 1.561 0.457
H 2.261 -1.182 0.272 0.507
H -1.936 1.857 -2.466 0.484
H -0.574 2.521 -2.629 0.484
O -1.327 2.466 -2.033 -0.964
H -1.812 2.329 0.105 0.497
H -2.195 0.886 -0.015 0.471
O -1.660 1.476 0.524 -0.961
H -1.379 -0.506 -1.175 0.482
H -2.147 -1.862 -1.753 0.500
O -1.769 -0.999 -1.875 -0.982
```

Values from the calculation:
- Energy relative to the best compared isomer or geometry (same formula, charge and spin): 13.4 kcal/mol
- SMILES: O=CNC(=O)O.O.O.O
- E_HOMO: -10.82 eV
- Orbital gap: 10.986 eV